[1]
Formula: C16H21ClN2O5S
Source: OMol25
Level of theory: ωB97M-V with the def2-TZVPD basis set

Each line ends with the Löwdin charge.
Geometry (Å):
C1 1.526 -5.962 3.012  -0.06
C2 1.236 -4.469 3.038  -0.21
O1 0.358 -4.089 1.976  -0.01
C3 0.908 -3.871 0.777  -0.47
O2 2.088 -3.958 0.558  0.12
C4 -0.159 -3.524 -0.250  -0.21
C5 0.461 -3.205 -1.613  -0.11
C6 1.229 -1.884 -1.561  -0.18
N1 0.408 -0.796 -1.072  -0.23
S1 -0.637 -0.108 -2.188  0.68
O3 0.007 -0.148 -3.467  -0.27
O4 -1.978 -0.619 -2.088  -0.28
C7 -0.632 1.579 -1.588  -0.28
C8 -1.753 2.141 -1.010  -0.04
C9 -1.711 3.441 -0.540  0.02
C10 -0.541 4.193 -0.648  -0.23
N2 -0.434 5.500 -0.202  0.10
C11 -1.371 6.276 0.434  -0.50
C12 -0.842 7.658 0.741  0.00
O5 -2.483 5.903 0.718  0.08
C13 0.582 3.596 -1.245  -0.56
Cl1 2.052 4.503 -1.403  0.73
C14 0.542 2.298 -1.711  -0.08
C15 -0.198 -1.055 0.215  -0.17
C16 -1.019 -2.345 0.223  -0.12
H1 2.142 -6.229 3.866  0.08
H2 0.597 -6.526 3.054  0.08
H3 2.057 -6.221 2.100  0.08
H4 2.168 -3.901 2.947  0.12
H5 0.713 -4.184 3.953  0.12
H6 -0.798 -4.411 -0.333  0.16
H7 -0.336 -3.120 -2.354  0.12
H8 1.142 -4.004 -1.910  0.12
H9 1.562 -1.599 -2.559  0.11
H10 2.096 -1.978 -0.902  0.13
H11 -2.655 1.552 -0.944  0.12
H12 -2.577 3.893 -0.086  0.11
H13 0.475 5.915 -0.377  0.08
H14 -0.558 8.163 -0.180  0.09
H15 0.031 7.591 1.386  0.09
H16 -1.615 8.234 1.241  0.09
H17 1.397 1.836 -2.177  0.12
H18 -0.832 -0.199 0.454  0.12
H19 0.609 -1.111 0.955  0.14
H20 -1.403 -2.536 1.225  0.12
H21 -1.858 -2.220 -0.463  0.11

HOMO   -9.0 eV
Energy above the lowest of the compared OMol25 structures with the same formula, charge and spin   0.0 kcal per mole
Molecular weight   388.873 g mol⁻¹
Electronic energy   -53509.2644 eV
Kohn-Sham gap   9.5 eV
LUMO level   0.466 eV


[2]
Formula: C16H21ClNO
Source: OMol25
Level of theory: ωB97M-V with the def2-TZVPD basis set

Each line ends with the Löwdin charge.
Geometry (Å):
Cl1 0.487 -3.774 0.118  0.70
C1 1.646 -2.488 0.196  -0.67
C2 2.752 -2.483 -0.643  -0.08
C3 3.625 -1.415 -0.620  0.03
C4 3.409 -0.334 0.237  -0.27
O1 4.251 0.728 0.118  -0.02
C5 3.736 2.016 0.436  -0.15
C6 2.413 2.149 -0.148  0.04
C7 1.351 1.942 -0.669  0.02
C8 0.073 1.592 -1.253  -0.10
N1 -0.533 0.472 -0.466  -0.09
C9 -1.131 0.984 0.802  -0.11
C10 -2.582 1.444 0.690  -0.16
C11 -3.574 0.314 0.963  -0.19
C12 -3.661 -0.724 -0.152  -0.19
C13 -2.317 -1.327 -0.560  -0.17
C14 -1.435 -0.343 -1.325  -0.11
C15 2.339 -0.383 1.129  -0.03
C16 1.457 -1.453 1.102  -0.14
H1 2.920 -3.307 -1.318  0.12
H2 4.483 -1.391 -1.272  0.13
H3 3.698 2.183 1.521  0.14
H4 4.437 2.728 -0.008  0.15
H5 0.237 1.261 -2.282  0.15
H6 -0.616 2.440 -1.259  0.15
H7 0.246 -0.147 -0.167  0.13
H8 -0.489 1.802 1.136  0.13
H9 -1.075 0.194 1.552  0.13
H10 -2.781 1.899 -0.281  0.12
H11 -2.738 2.219 1.441  0.13
H12 -4.565 0.745 1.104  0.12
H13 -3.301 -0.176 1.899  0.12
H14 -4.316 -1.529 0.182  0.12
H15 -4.127 -0.277 -1.033  0.12
H16 -2.514 -2.168 -1.226  0.12
H17 -1.788 -1.731 0.303  0.10
H18 -2.070 0.334 -1.900  0.14
H19 -0.793 -0.886 -2.021  0.14
H20 2.191 0.400 1.856  0.13
H21 0.654 -1.512 1.821  0.11

HOMO   -11.8 eV
Energy above the lowest of the compared OMol25 structures with the same formula, charge and spin   0.0 kcal per mole
Net charge   +1
Molecular weight   278.803 g mol⁻¹
Electronic energy   -32984.8270 eV
Kohn-Sham gap   9.5 eV
LUMO level   -2.332 eV


[3]
Formula: C16H21Cu2F3N3O3
Source: OMol25
Level of theory: ωB97M-V with the def2-TZVPD basis set

Each line ends with the Löwdin charge.
Geometry (Å):
Cu1 0.229 1.025 -3.549  0.28
Cu2 2.020 1.742 -0.907  0.46
O1 0.681 0.010 -1.612  -0.48
H1 0.130 0.310 -0.862  -0.06
N1 2.249 -1.932 -0.621  -0.01
C1 2.816 -2.857 -1.444  -0.16
C2 3.532 -3.725 -0.665  -0.14
C3 3.434 -3.350 0.679  -0.10
C4 2.667 -2.138 0.690  -0.11
H2 1.666 -1.181 -0.962  0.03
H3 2.640 -2.788 -2.508  0.12
H4 4.106 -4.562 -1.034  0.09
H5 3.922 -3.812 1.525  0.08
H6 2.334 -1.495 1.491  0.08
N2 -0.915 4.110 -1.281  -0.02
C5 -1.461 3.067 -0.604  -0.15
C6 -2.277 3.639 0.414  -0.08
C7 -2.068 5.057 0.298  -0.12
C8 -1.217 5.342 -0.725  -0.12
H7 -0.202 3.967 -1.981  0.10
H8 -1.299 2.104 -1.065  0.07
H9 -2.950 3.093 1.059  0.08
H10 -2.528 5.803 0.930  0.09
H11 -0.722 6.227 -1.098  0.11
N3 -1.032 -2.383 -2.071  0.01
C9 -2.217 -2.472 -2.719  -0.16
C10 -2.554 -3.847 -2.929  -0.09
C11 -1.438 -4.567 -2.384  -0.13
C12 -0.590 -3.677 -1.777  -0.13
H12 -0.552 -1.544 -1.779  0.07
H13 -2.800 -1.620 -3.037  0.09
H14 -3.508 -4.188 -3.304  0.08
H15 -1.467 -5.645 -2.338  0.09
H16 0.355 -3.852 -1.285  0.09
C13 -1.939 -0.383 2.441  -0.02
C14 -0.658 0.387 1.921  -0.21
O2 -0.018 1.142 2.896  0.04
C15 1.045 1.946 2.604  -0.27
O3 1.524 2.061 1.470  0.09
C16 1.553 2.804 3.744  -0.59
F1 2.865 2.941 3.706  0.19
F2 1.064 4.013 3.581  0.20
F3 1.224 2.378 4.961  0.19
H17 -2.868 0.179 2.344  0.07
H18 -1.813 -0.833 3.426  0.08
H19 -2.027 -1.229 1.760  0.07
H20 -0.983 1.051 1.120  0.09
H21 0.047 -0.318 1.480  0.11

HOMO (spin up / spin down)   -6.6 / -7.7 eV
Spin multiplicity   2
Expectation value of S²   0.7568
Energy above the lowest of the compared OMol25 structures with the same formula, charge and spin   0.0 kcal per mole
Molecular weight   487.448 g mol⁻¹
Electronic energy   -124972.9493 eV
Kohn-Sham gap (spin up / spin down)   5.2 / 6.1 eV
LUMO level (spin up / spin down)   -1.367 / -1.627 eV


[4]
Formula: C16H21N3O2
Source: OMol25
Level of theory: ωB97M-V with the def2-TZVPD basis set

Each line ends with the Löwdin charge.
Geometry (Å):
C1 -0.830 -2.254 2.558  -0.08
C2 -1.020 -2.402 0.981  -0.23
C3 0.138 -2.587 0.004  -0.29
C4 -0.160 -2.866 -1.429  -0.19
C5 -1.002 -1.858 -2.065  -0.06
C6 0.757 -1.165 0.215  -0.39
N1 0.045 -0.004 0.220  0.15
C7 0.657 1.285 0.370  -0.15
N2 -0.224 2.235 0.701  0.03
C8 -1.608 2.067 0.869  -0.12
C9 -2.367 1.786 -0.597  0.04
C10 -3.922 1.775 -0.120  -0.63
O1 -4.379 1.992 0.818  0.26
O2 -4.511 1.378 -1.223  0.13
C11 2.066 1.151 -0.015  -0.11
C12 2.653 2.637 -0.054  0.03
C13 4.049 2.735 -0.166  0.04
C14 4.830 1.282 -0.384  0.04
C15 4.070 0.161 -0.424  -0.06
C16 2.714 0.129 -0.214  -0.21
N3 2.012 -1.211 0.118  0.20
H1 -1.922 -2.110 3.140  0.13
H2 -0.261 -1.407 2.826  0.03
H3 -0.411 -3.013 3.064  0.00
H4 -1.635 -1.465 0.640  0.11
H5 -1.665 -3.353 0.779  0.13
H6 0.792 -3.090 0.606  0.11
H7 -0.538 -3.836 -1.472  0.11
H8 0.842 -2.878 -1.532  0.08
H9 -0.639 -1.020 -2.117  -0.03
H10 -2.061 -1.925 -1.647  0.13
H11 -1.082 -2.035 -3.078  0.06
H12 0.252 3.024 0.460  0.08
H13 -1.855 3.149 1.160  0.15
H14 -1.755 1.350 1.612  0.10
H15 -1.875 0.861 -0.908  0.09
H16 -2.138 2.368 -1.272  0.01
H17 -5.404 1.426 -1.473  0.10
H18 2.284 3.644 0.165  0.10
H19 4.573 3.432 -0.110  -0.05
H20 5.890 1.309 -0.486  0.08
H21 4.640 -0.696 -0.522  0.09

HOMO   -8.4 eV
Energy above the lowest of the compared OMol25 structures with the same formula, charge and spin   298.9 kcal per mole
Molecular weight   287.363 g mol⁻¹
Electronic energy   -25487.4749 eV
Kohn-Sham gap   8.7 eV
LUMO level   0.352 eV


[5]
Formula: C16H21N5O3S2
Source: OMol25
Level of theory: ωB97M-V with the def2-TZVPD basis set

Each line ends with the Löwdin charge.
Geometry (Å):
O1 0.158 -0.954 4.827  0.00
C1 0.966 -1.141 3.776  -0.22
O2 2.066 -2.159 3.696  -0.07
C2 2.714 -2.002 2.352  -0.10
C3 2.456 -0.386 2.194  -0.26
C4 3.045 0.419 0.893  -0.14
C5 2.247 1.798 0.508  -0.25
C6 1.819 2.736 1.783  -0.44
S1 -0.019 3.178 1.602  0.77
C7 -1.081 2.070 2.695  -0.93
S2 -1.215 2.249 4.397  0.63
N1 -1.822 0.936 1.983  -0.16
C8 -2.269 -0.424 2.485  -0.05
C9 -2.998 -1.306 1.272  -0.08
N2 -2.977 -0.345 0.077  -0.04
C10 -2.294 0.932 0.531  -0.10
O3 1.014 -0.375 2.486  -0.05
H1 3.791 -2.441 2.209  0.11
H2 1.988 -2.687 1.700  0.15
H3 3.076 0.064 3.092  0.16
H4 2.967 -0.306 -0.045  0.11
H5 4.211 0.567 1.070  0.14
H6 3.008 2.450 -0.141  0.12
H7 1.323 1.609 -0.225  0.12
H8 2.391 3.780 1.699  0.10
H9 2.097 2.305 2.835  0.10
H10 -2.130 -0.845 3.575  0.10
H11 -3.430 -2.403 1.301  0.09
H12 -2.094 1.876 -0.159  0.08
C11 5.221 -5.358 0.732  -0.07
C12 4.787 -3.956 0.333  -0.18
N3 4.428 -2.794 0.001  0.11
H13 4.348 -6.013 0.799  0.08
H14 5.912 -5.760 -0.014  0.08
H15 5.721 -5.330 1.704  0.08
C13 -4.641 1.267 -2.893  -0.09
C14 -3.465 2.179 -2.583  -0.20
N4 -2.489 2.936 -2.326  0.08
H16 -5.200 1.658 -3.748  0.02
H17 -4.281 0.263 -3.131  0.08
H18 -5.307 1.211 -2.027  0.08
C15 -3.559 1.900 -7.128  -0.07
C16 -4.842 1.471 -6.434  -0.19
N5 -5.906 1.114 -5.859  0.09
H19 -2.975 1.020 -7.409  0.08
H20 -3.796 2.474 -8.028  0.08
H21 -2.963 2.524 -6.455  0.08

HOMO   -7.8 eV
Energy above the lowest of the compared OMol25 structures with the same formula, charge and spin   337.4 kcal per mole
Molecular weight   395.510 g mol⁻¹
Electronic energy   -52182.7629 eV
Kohn-Sham gap   6.9 eV
LUMO level   -0.967 eV


[6]
Formula: C16H21NO2S
Source: OMol25
Level of theory: ωB97M-V with the def2-TZVPD basis set

Each line ends with the Löwdin charge.
Geometry (Å):
O1 3.096 0.898 1.394  -0.53
N1 0.613 -1.381 2.560  0.11
O2 -0.855 1.445 3.605  0.01
C1 0.020 -0.260 2.236  -0.24
C2 2.023 0.056 -2.212  -0.10
C3 3.056 1.957 -1.167  -0.05
C4 2.312 0.588 -3.456  -0.05
C5 3.329 2.486 -2.457  -0.03
C6 2.401 0.729 -1.054  -0.38
C7 2.976 1.811 -3.623  -0.29
S1 2.195 0.029 0.612  1.00
C8 3.264 2.368 -4.979  -0.06
C9 0.110 -2.255 3.678  -0.19
C10 -0.693 -1.460 4.704  -0.19
C11 -1.689 1.560 0.798  -0.18
C12 -0.494 0.897 0.120  -0.17
C13 -1.842 -0.725 3.953  -0.10
C14 -2.288 0.592 1.831  -0.12
C15 0.572 0.667 1.200  -0.36
C16 -1.252 0.261 2.889  -0.45
H1 -0.255 1.242 4.320  0.10
H2 1.485 -0.903 -2.136  0.12
H3 3.322 2.554 -0.322  0.10
H4 2.037 -0.082 -4.280  0.12
H5 3.812 3.485 -2.538  0.12
H6 4.063 1.754 -5.463  0.10
H7 2.347 2.339 -5.577  0.08
H8 3.607 3.414 -4.905  0.08
H9 0.920 -2.732 4.238  0.11
H10 -0.490 -3.078 3.291  0.11
H11 -1.083 -2.156 5.505  0.13
H12 -0.050 -0.788 5.248  0.10
H13 -2.470 1.777 0.046  0.12
H14 -1.453 2.496 1.277  0.11
H15 -0.829 -0.054 -0.340  0.13
H16 -0.152 1.553 -0.676  0.11
H17 -2.412 -1.490 3.419  0.11
H18 -2.556 -0.207 4.641  0.13
H19 -2.625 -0.337 1.316  0.14
H20 -3.160 1.043 2.294  0.12
H21 0.781 1.602 1.706  0.13

HOMO   -8.3 eV
Energy above the lowest of the compared OMol25 structures with the same formula, charge and spin   6.8 kcal per mole
Molecular weight   291.416 g mol⁻¹
Electronic energy   -33351.8738 eV
Kohn-Sham gap   9.1 eV
LUMO level   0.784 eV